Below is one molecule with the formula C3H8, with properties calculated with ωB97M-V/def2-TZVPD.

Each line ends with the Mulliken charge.
CARTESIAN COORDINATES (ANGSTROEM)
C -0.07502 0.22528 -1.27739  -1.0250
C 0.60408 -0.12096 0.05561  -0.1460
C -0.36993 -0.12742 1.23472  -1.1766
H 0.34066 -0.35337 -2.10790  0.3082
H 0.04089 1.28384 -1.53068  0.2726
H -1.14987 0.01746 -1.22911  0.2961
H 1.41846 0.58741 0.25378  0.2790
H 1.07022 -1.11052 -0.01591  0.2298
H -0.98462 0.78007 1.25362  0.3173
H 0.15555 -0.19688 2.19296  0.3332
H -1.05042 -0.98491 1.17031  0.3114

Cartesian forces, eV/Å:
0.0 0.0 -0.1
0.1 0.0 0.0
0.0 0.0 0.1
0.0 0.1 0.1
-0.1 -0.1 0.1
0.1 0.0 -0.1
-0.1 -0.1 0.0
0.0 0.1 0.0
0.1 -0.1 0.0
-0.1 0.0 -0.1
0.1 0.2 0.0

Output
- Electronic energy: -3240.681 eV
- Max |F|: 0.19 eV/Å
- SMILES: CCC
- Orbital gap: 12.71 eV
- Energy relative to the best compared isomer or geometry (same formula, charge and spin): 1.6 kcal/mol

Below is C3H8BaClF5NOP2S as an isolated structure, with properties calculated with ωB97M-V/def2-TZVPD.

Each line ends with the Mulliken charge.
CARTESIAN COORDINATES (ANGSTROEM)
N -1.43185 2.75685 -0.69333  -0.5076
P -1.71537 1.15297 0.06345  0.2228
O -1.78623 1.46843 1.80026  -0.6828
P -0.07072 -0.22513 -0.31989  0.5279
F -0.71481 -0.46234 -1.96760  -0.4799
S 1.09811 1.45689 -0.93343  -0.3377
Cl 0.46261 0.01333 1.76880  -0.3132
C 1.27465 -1.51068 -0.63747  -0.5877
C 2.81420 -1.02782 -0.74654  -0.3903
F 3.37429 -0.37132 0.48924  -0.3091
C -1.23741 -1.66303 0.28603  0.5713
F -0.85862 -2.12738 1.66345  -0.2168
F -1.28692 -2.75011 -0.71859  -0.2218
F -2.60388 -1.08822 0.41019  -0.2388
H -1.83148 2.73366 -1.66365  0.2886
H -1.86467 3.51876 -0.12446  0.2195
H -1.92377 2.45657 1.91978  0.3988
H 1.90200 1.95895 0.10178  0.2067
H 1.22135 -2.36879 0.19071  0.3417
H 1.00236 -2.06857 -1.65724  0.3236
H 3.46582 -2.02721 -0.84174  0.3009
H 3.09759 -0.42789 -1.73937  0.3083
Ba -2.38728 0.60209 3.34962  1.5758

Cartesian forces, eV/Å:
-0.5 -0.3 1.5
-3.5 1.7 -4.1
3.3 8.3 -7.9
2.4 -1.6 -2.0
0.4 1.2 2.5
1.8 1.3 -0.6
1.2 0.6 1.4
1.3 -2.0 -0.1
1.5 -1.6 -0.5
-1.6 -1.1 -2.7
-1.3 -1.8 -0.4
-2.3 -0.3 -3.9
-0.3 2.9 4.1
2.4 -2.9 0.6
0.3 0.0 1.4
0.2 -0.7 -1.0
0.5 -0.7 -0.5
-1.0 -1.1 -0.7
0.1 1.9 -1.6
0.7 1.4 2.1
-1.5 2.1 0.4
-0.9 -0.8 2.7
-3.1 -6.5 9.3

Output
- Charge: +1
- Electronic energy: -62982.898 eV
- Max |F|: 11.95 eV/Å
- Orbital gap: 5.72 eV
- Energy relative to the best compared isomer or geometry (same formula, charge and spin): 131.5 kcal/mol

Below is a 2-piece molecular cluster, C3H8Br2N overall, with properties calculated with ωB97M-V/def2-TZVPD.

Each line ends with the Mulliken charge.
CARTESIAN COORDINATES (ANGSTROEM)
C 1.48062 -0.35904 -0.14857  -0.8836
C -0.42842 0.60925 1.10401  -1.0723
C 0.17723 1.40075 -1.07351  0.2633
N 0.37489 0.56481 -0.09892  0.1477
Br -2.23353 -1.37995 -1.58869  -0.2129
Br -1.20779 2.55349 -1.20810  0.0594
H 2.04593 -0.00077 0.63229  0.3988
H 1.21883 -1.43787 0.04790  0.3231
H 1.82027 -0.47916 -1.14007  0.3299
H -0.65995 -0.40847 1.58384  0.3253
H -0.04384 1.33234 1.92736  0.3446
H -1.35449 0.89502 0.85393  0.4563
H 0.77751 1.29486 -2.01070  0.2894
H -3.37934 -0.87703 -2.04005  0.2309

Cartesian forces, eV/Å:
-1.7 -2.4 -0.3
2.0 -1.3 3.5
0.5 -1.7 -0.7
-1.0 1.0 -1.0
2.6 -1.1 1.0
-0.2 0.5 0.2
2.5 0.3 1.2
-0.5 1.2 0.4
1.2 0.8 -0.9
1.2 1.2 -0.9
-0.2 -1.3 -1.6
-3.4 1.5 -1.0
-0.3 0.1 1.1
-2.5 1.1 -1.0

Output
- Charge: +1
- Electronic energy: -144807.514 eV
- Max |F|: 4.24 eV/Å
- Orbital gap: 9.63 eV
- Energy relative to the best compared isomer or geometry (same formula, charge and spin): 37.3 kcal/mol

Below is one molecule with the formula C3H8BrFSi, with properties calculated with ωB97M-V/def2-TZVPD.

Each line ends with the Mulliken charge.
CARTESIAN COORDINATES (ANGSTROEM)
C -0.38441 -0.80163 -1.56749  -0.9402
C -0.86626 -0.58226 1.66381  -1.0023
C 1.03406 1.52539 -0.09503  -0.7829
F -1.59131 1.51585 -0.12392  -0.3666
Si -0.47010 0.25531 0.02363  0.6793
Br 2.87390 0.93168 0.01752  -0.1671
H -1.23061 -0.65918 -2.29015  0.3084
H 0.50400 -0.31092 -1.94797  0.2483
H -0.14066 -1.90231 -1.41678  0.3187
H -1.49598 -1.35595 1.42286  0.3324
H 0.09681 -1.07634 2.06711  0.2954
H -1.26686 0.04361 2.37829  0.3342
H 0.97385 2.38298 -0.73341  0.4307
H 0.94952 2.10867 0.81639  0.3115

Cartesian forces, eV/Å:
-0.3 -0.5 0.8
4.4 -0.2 -1.3
-0.6 -0.4 1.9
0.7 -1.6 0.0
-0.3 2.3 -1.0
0.1 -0.3 -0.3
0.7 -0.2 0.8
0.2 -0.2 -0.7
-0.5 1.4 -0.2
-1.8 -1.9 -0.4
-1.4 0.8 -0.5
-0.8 1.4 1.5
-0.2 -0.2 -1.4
-0.2 -0.2 0.7

Output
- Electronic energy: -83880.065 eV
- Max |F|: 4.60 eV/Å
- SMILES: C[Si](C)(F)CBr
- Orbital gap: 10.66 eV
- Energy relative to the best compared isomer or geometry (same formula, charge and spin): 0.0 kcal/mol

Below is C3H8BrHfO3S as an isolated structure, with properties calculated with ωB97M-V/def2-TZVPD.

Each line ends with the Mulliken charge.
CARTESIAN COORDINATES (ANGSTROEM)
Hf -2.26318 5.58267 -2.02033  1.4293
Br -1.94070 2.91121 -1.07659  0.0750
O 1.49204 -1.18892 2.79303  -0.3672
S 1.34951 -0.37512 1.63520  1.1309
O 2.38932 0.46971 1.11765  -0.3930
O 0.93179 -1.48517 0.38182  -0.0801
C 0.78030 -1.09810 -0.90065  -0.1155
C -0.70350 -1.44259 -1.42887  -0.7497
C -0.13243 0.60484 1.74160  -0.5530
H 1.36573 -1.90172 -1.44022  0.3395
H 1.13716 -0.09725 -1.14715  0.4297
H -0.73244 -2.52380 -1.52705  0.3768
H -0.82291 -0.96260 -2.40448  0.3463
H -1.47399 -1.00005 -0.79250  0.3226
H -1.00015 -0.05447 1.80282  0.4200
H -0.36169 1.14731 0.80100  -0.0013
H -0.01486 1.41406 2.46471  0.3895

Cartesian forces, eV/Å:
0.4 -3.5 1.2
-0.5 3.8 -1.4
-0.1 0.1 -1.2
0.7 2.2 2.5
-0.4 -1.1 -0.1
-0.2 0.0 -1.3
0.7 1.0 1.4
-0.8 -1.0 -1.2
-1.2 -0.1 -2.1
-0.4 -0.4 -0.5
-0.1 0.1 0.3
-0.6 0.0 0.1
0.8 -0.1 -0.2
0.5 -0.2 0.8
0.2 0.0 1.0
0.8 -0.2 0.1
0.3 -0.5 0.6

Output
- Charge: +3
- Electronic energy: -91523.366 eV
- Max |F|: 4.09 eV/Å
- Orbital gap: 1.86 eV
- Energy relative to the best compared isomer or geometry (same formula, charge and spin): 71.1 kcal/mol

Below is a 2-piece molecular cluster, C3H8BrN2O overall, with properties calculated with ωB97M-V/def2-TZVPD.

Each line ends with the Mulliken charge.
CARTESIAN COORDINATES (ANGSTROEM)
C -0.71554 0.56110 -0.40155  -0.1618
C 0.86705 -1.19172 0.54971  -1.3113
C 0.35638 -0.46352 -0.69042  0.7178
N -2.62906 0.26706 1.23579  -0.3640
N -0.70512 1.65966 -0.99512  -0.1486
O 1.41174 0.25827 -1.26699  -0.5427
Br -3.96831 0.02003 0.10912  0.1930
H 0.10256 -1.73744 1.00013  0.3292
H 1.78874 -1.74386 0.58791  0.3821
H 1.21751 -0.46721 1.26124  0.4168
H -0.27438 -1.06838 -1.40310  0.2547
H -2.45496 -0.56287 1.86318  0.3001
H 0.14765 1.74766 -1.61712  0.3056
H -1.51832 2.31014 -0.96725  0.3058
H 1.95662 -0.40080 -1.49499  0.3236

Cartesian forces, eV/Å:
0.1 -1.3 1.2
0.3 1.2 0.3
-0.8 0.0 1.0
1.9 0.2 0.5
-0.1 0.9 -0.9
-3.5 3.3 0.6
-0.9 -0.5 -0.3
-1.2 -1.1 0.8
0.2 -0.9 -1.5
-0.5 1.0 0.5
1.0 -0.2 0.2
-0.5 0.5 -1.0
-1.0 0.6 0.4
1.1 -0.3 -0.1
4.0 -3.4 -1.8

Output
- Charge: +1
- Electronic energy: -78298.385 eV
- Max |F|: 5.58 eV/Å
- Orbital gap (spin up / spin down): 7.68 / 8.56 eV
- Energy relative to the best compared isomer or geometry (same formula, charge and spin): 109.6 kcal/mol

Below is a 2-piece molecular cluster, C3H8BrNO overall, with properties calculated with ωB97M-V/def2-TZVPD.

Each line ends with the Mulliken charge.
CARTESIAN COORDINATES (ANGSTROEM)
Br -3.07291 -1.20460 -0.30781  -0.9058
C -0.75860 1.29997 1.34072  -1.0202
C 0.29296 0.78739 0.29855  0.1420
O 1.20984 1.46940 -0.11309  -0.5973
N 0.27390 -0.68818 -0.14964  0.2580
H 0.55043 -1.28622 0.61585  0.3395
H -0.67256 -0.99725 -0.31936  -0.0859
C 1.18870 -0.82782 -1.37673  -0.8821
H -0.49089 2.23009 1.84203  0.3253
H -0.81535 0.53117 2.11133  0.2483
H -1.78042 1.41989 0.98073  0.2139
H 2.23089 -0.59115 -1.16240  0.3045
H 0.72469 -0.24741 -2.17417  0.2787
H 1.11933 -1.89529 -1.58601  0.3810

Cartesian forces, eV/Å:
0.3 -0.1 0.0
0.7 -1.7 -0.6
-4.1 0.1 1.1
3.4 1.7 -1.1
1.3 2.0 -0.3
0.9 -0.9 0.6
-1.3 -0.1 -0.6
-1.4 -1.2 1.2
0.6 0.0 -0.4
-0.3 -0.2 0.5
0.0 -0.2 -0.3
-0.5 0.4 0.1
0.3 0.1 0.2
0.1 0.0 -0.4

Output
- ⟨S²⟩: 0.753
- Charge: -1
- Multiplicity: 2
- Electronic energy: -76820.618 eV
- Max |F|: 4.29 eV/Å
- Orbital gap (spin up / spin down): 4.34 / 7.89 eV

Below is C3H8Cl2NP as an isolated structure, with properties calculated with ωB97M-V/def2-TZVPD.

Each line ends with the Mulliken charge.
CARTESIAN COORDINATES (ANGSTROEM)
C -1.63577 0.56989 -0.48664  -1.5247
C -0.08572 0.76902 -0.46817  -0.3324
C 0.62406 -0.13812 0.57440  -0.0783
N 2.02716 -0.21022 0.57830  -0.1549
P 0.21943 -1.93243 0.65540  0.0303
Cl 2.84974 1.32713 0.59997  -0.0691
Cl 2.53701 -1.16614 -0.92880  -0.0875
H -1.83420 -0.37882 -0.81945  0.4932
H -2.03241 0.96238 0.37538  0.3523
H -2.03572 1.09879 -1.27107  0.4479
H 0.21266 0.60515 -1.55917  0.2695
H 0.11496 1.85745 -0.17546  0.3417
H 0.32098 0.42106 1.77072  0.2886
H -0.83099 -1.86069 1.62953  0.0532
H -0.45119 -1.92446 -0.47496  -0.0298

Cartesian forces, eV/Å:
3.5 0.8 -0.3
-0.6 0.9 -0.7
-2.5 2.6 2.7
2.5 -0.5 -0.5
0.9 -0.7 2.8
-0.2 -0.1 -0.3
-0.1 1.1 0.8
-0.9 -2.7 0.4
-1.4 0.0 2.2
-0.7 1.9 -1.9
0.3 0.1 1.6
0.0 -1.5 -0.6
1.0 -1.8 -3.5
-0.1 0.1 -0.7
-1.7 -0.3 -2.0

Output
- Electronic energy: -39060.179 eV
- Max |F|: 4.51 eV/Å
- Orbital gap: 9.15 eV
- Energy relative to the best compared isomer or geometry (same formula, charge and spin): 99.5 kcal/mol